1.
# C25H21BBrN8O2ReSe

A structure of composition C25H21BBrN8O2ReSe (the ωB97M-V functional and the def2-TZVPD basis, OMol25).

Each line ends with the natural charge from an NBO analysis.
Element x y z (Å)
Re -0.0249 0.2113 -0.5042  1.238
C 1.5480 4.1579 -0.5577  -0.297
C 1.0938 3.0077 -1.1756  0.019
N 0.6958 2.1186 -0.2501  -0.337
N 0.8852 2.6858 0.9716  -0.315
C 1.4004 3.9089 0.7967  0.065
B 0.5397 1.8434 2.2303  0.925
N 1.3759 0.5260 2.1007  -0.311
C 2.2809 -0.0153 2.9192  0.082
C 2.6975 -1.2302 2.3874  -0.306
C 1.9849 -1.3724 1.2106  0.000
N 1.1883 -0.2995 1.0534  -0.307
N -0.9534 1.4179 2.0653  -0.313
C -2.0333 1.6581 2.8130  0.084
C -3.1456 1.1170 2.1780  -0.304
C -2.6547 0.5453 1.0202  0.005
N -1.3227 0.7310 0.9632  -0.348
N 0.7630 2.4382 3.5822  -0.422
C 1.3530 3.5655 4.0820  -0.025
C 1.2890 3.5057 5.4433  -0.317
C 0.6386 2.2819 5.7143  -0.019
N 0.3318 1.6480 4.6033  -0.303
H 1.9407 5.0440 -1.0238  0.269
H 1.0326 2.7889 -2.2292  0.234
H 1.6289 4.5624 1.6176  0.244
H 2.5947 0.4768 3.8244  0.265
H 3.4165 -1.9109 2.8079  0.270
H 2.0110 -2.1788 0.4942  0.242
H -1.9691 2.1875 3.7471  0.267
H -4.1689 1.1434 2.5079  0.266
H -3.1908 0.0318 0.2365  0.235
H 1.7864 4.3290 3.4621  0.211
H 1.6526 4.2287 6.1526  0.255
H 0.3948 1.8540 6.6730  0.232
Se -1.3574 -2.5861 1.1433  0.716
C -3.0970 -3.2005 0.6644  -0.151
C -3.6612 -4.1627 1.4946  -0.258
C -4.9390 -4.6259 1.2251  -0.170
C -5.6428 -4.1442 0.1307  -0.186
C -5.0685 -3.1893 -0.6966  -0.174
C -3.7965 -2.7056 -0.4296  -0.300
H -3.1038 -4.5459 2.3416  0.233
H -5.3781 -5.3751 1.8695  0.242
H -6.6374 -4.5134 -0.0776  0.241
H -5.6164 -2.8071 -1.5477  0.231
H -3.3714 -1.9521 -1.0810  0.205
Br 0.9323 -0.2889 -2.7395  0.262
C -0.2178 -1.5418 -3.6401  0.040
C -0.3973 -1.3466 -4.9941  -0.262
C -1.1991 -2.2333 -5.6973  -0.143
C -1.7786 -3.3128 -5.0477  -0.173
C -1.5493 -3.5163 -3.6975  -0.122
C -0.7748 -2.6158 -2.9628  -0.266
C -0.6549 -2.9426 -1.5163  0.795
O -0.5005 -4.0550 -1.1251  -0.473
O -0.8766 -1.8952 -0.6213  -0.787
H 0.0855 -0.5216 -5.5015  0.251
H -1.3493 -2.0842 -6.7575  0.254
H -2.4055 -4.0066 -5.5905  0.253
H -1.9639 -4.3729 -3.1837  0.257

The charge is +2. Its expectation value of S² is 2.01. Its spin multiplicity is 3. Its LUMO energy (spin up / spin down) is -0.256 / -0.273 hartree. The HOMO-LUMO gap (spin up / spin down) comes out at 6.9 / 6.4 eV.

2.
# CH2BrF2NO2S

A cluster of 2 separate species, CH2BrF2NO2S in total (the ωB97M-V functional and the def2-TZVPD basis, OMol25).

Each line ends with the natural charge from an NBO analysis.
Element x y z (Å)
C 0.1770 1.1042 0.3525  0.293
N -0.3181 -1.4820 -0.1898  -1.037
O 0.9014 -0.0753 -1.8698  -0.870
O 2.0765 -0.7517 0.1981  -0.875
F 0.4840 1.5073 1.5486  -0.248
F -1.9399 0.4569 0.9395  -0.693
S 0.8720 -0.4362 -0.4908  2.269
Br -0.5012 2.4306 -0.7729  0.276
H -1.1811 -1.0386 -0.4882  0.442
H -0.5707 -1.7151 0.7729  0.442

The relative energy (zero: lowest compared OMol25 entry of this formula, charge and spin) is 342.36 kJ/mol. Its LUMO energy (spin up / spin down) is -0.090 / -0.090 hartree. The HOMO-LUMO gap (spin up / spin down) comes out at 8.7 / 8.7 eV.

3.
# C23H22AsBr2LuN6O2S6

A structure of composition C23H22AsBr2LuN6O2S6 (the ωB97M-V functional and the def2-TZVPD basis, OMol25).

Each line ends with the natural charge from an NBO analysis.
Element x y z (Å)
Lu -1.5032 0.8987 0.1841  1.632
C 2.1759 5.2721 0.9305  -0.752
S 1.2949 5.8196 -0.5244  0.186
C 0.2197 4.4174 -0.4700  -0.111
S -0.8301 4.2245 0.8636  -0.328
N 0.4639 3.5399 -1.4179  -0.431
N -0.4014 2.4621 -1.4658  -0.435
C -0.5728 2.0690 -2.7198  -0.021
C -1.2579 0.8539 -3.0325  0.092
C -1.3449 0.4743 -4.4251  -0.214
C -2.1244 -0.6490 -4.7748  -0.233
C -2.6693 -1.4188 -3.7122  -0.348
C -2.5118 -1.0204 -2.3980  0.056
N -1.8035 0.0918 -2.0719  -0.652
H 3.0680 5.9240 1.0142  0.192
H 2.5620 4.2454 0.7609  0.208
H 1.5584 5.3238 1.8445  0.239
H -0.3168 2.7142 -3.5555  0.178
H -0.8325 1.0892 -5.1348  0.198
H -2.2652 -0.9729 -5.8090  0.193
H -3.3002 -2.2520 -3.8980  0.201
H -2.9979 -1.4996 -1.5787  0.233
C 2.1165 0.5529 -0.9863  -0.639
C 2.0645 0.8886 0.4700  0.250
C 3.2605 1.1203 1.1655  -0.252
C 3.2554 1.4039 2.5118  -0.141
C 2.0472 1.4892 3.1828  -0.115
C 1.9232 1.8642 4.5532  -0.152
Br 3.4087 2.1295 5.6995  -0.009
C 0.6699 2.0111 5.1502  -0.205
C -0.5382 1.7567 4.4370  -0.232
Br -2.1569 2.1095 5.3140  0.072
C -0.4456 1.3566 3.0564  0.453
O -1.5142 1.1118 2.3803  -0.769
C 0.8429 1.3275 2.4322  0.115
N 0.8774 1.0204 1.1238  -0.458
H 2.6141 -0.4112 -1.1440  0.197
H 2.6521 1.3041 -1.5207  0.239
H 1.0688 0.4638 -1.3426  0.255
H 4.1926 1.0011 0.6174  0.204
H 4.1475 1.5771 3.0710  0.216
H 0.6466 2.3168 6.2084  0.222
S -6.7512 -0.4792 -2.8460  -0.358
As -5.3518 0.9874 -0.2691  0.628
S -4.1007 -0.4906 0.6866  -0.821
S -3.7557 2.4971 -0.1698  -0.775
S -5.2198 0.6948 -2.6396  -0.114
N -0.7272 -1.2746 0.2587  -0.462
C -0.1918 -2.3068 0.0967  0.560
N 0.4345 -3.4114 -0.0449  -0.460
C 1.1421 -4.0121 1.1159  -0.230
C 0.7103 -5.4900 1.2440  -0.083
O 0.8975 -6.1898 -0.0181  -0.535
C 0.0624 -5.6049 -1.0700  -0.090
C 0.4550 -4.1644 -1.3189  -0.236
H 0.8816 -3.4247 2.0091  0.237
H 2.2352 -3.9586 1.0169  0.199
H -0.3276 -5.5935 1.6165  0.182
H 1.3680 -6.0140 1.9206  0.194
H -1.0334 -5.7417 -0.9174  0.187
H 0.2962 -6.2433 -1.9290  0.198
H -0.2070 -3.6382 -1.9964  0.250
H 1.4395 -4.1426 -1.7351  0.197

The charge is -2. The relative energy (zero: lowest compared OMol25 entry of this formula, charge and spin) is 56.55 kJ/mol. Its LUMO energy (spin up / spin down) is 0.127 / 0.126 hartree. The HOMO-LUMO gap (spin up / spin down) comes out at 3.5 / 4.9 eV.

4.
# C3H4O5

An isolated molecule of C3H4O5 (the ωB97M-V functional and the def2-TZVPD basis, OMol25).

Each line ends with the natural charge from an NBO analysis.
Element x y z (Å)
C 0.0224 -0.0474 0.7382  -0.121
C 1.2723 0.3604 -0.0097  0.771
C -1.2748 0.2850 -0.0321  0.775
H -0.0105 -1.8744 0.2933  0.486
H -0.0247 0.6109 1.6350  0.240
H 2.5245 -0.4113 -1.2127  0.502
H -2.3661 -0.5779 -1.3912  0.510
O 0.0632 -1.4033 1.1086  -0.666
O 1.6967 -0.7010 -0.7746  -0.693
O 1.7618 1.4451 0.0180  -0.545
O -1.5255 -0.7635 -0.8891  -0.706
O -2.0266 1.2558 0.0992  -0.553

The relative energy (zero: lowest compared OMol25 entry of this formula, charge and spin) is 32.80 kJ/mol. Its LUMO energy is 0.013 hartree. The HOMO-LUMO gap comes out at 10.9 eV.

5.
# C5H5NO2

A structure of composition C5H5NO2 (the ωB97M-V functional and the def2-TZVPD basis, OMol25).

Each line ends with the natural charge from an NBO analysis.
Element x y z (Å)
C 0.4676 0.7618 -1.0600  0.622
C 1.1519 -0.3164 -0.1225  -0.191
C -0.7318 -0.1565 -0.8909  -0.197
C -0.9662 0.4163 0.5392  0.005
C 0.3999 0.2130 1.1413  0.019
H 2.2569 -0.5792 0.1496  0.235
H -0.1871 -1.9679 -0.1250  0.384
H -1.6531 -0.2412 -1.4937  0.232
H -1.7820 1.1507 0.6971  0.230
H 0.6787 0.8213 1.9938  0.228
N 0.2263 -1.2501 -0.7702  -0.563
O 0.8154 1.8315 -1.5240  -0.510
O -0.6766 -0.6832 1.4650  -0.493

The relative energy (zero: lowest compared OMol25 entry of this formula, charge and spin) is 387.36 kJ/mol. Its LUMO energy is 0.033 hartree. The HOMO-LUMO gap comes out at 10.9 eV.

6.
# C4H5FS

An isolated molecule of C4H5FS (the ωB97M-V functional and the def2-TZVPD basis, OMol25).

Each line ends with the natural charge from an NBO analysis.
Element x y z (Å)
C 0.7161 2.0771 0.0255  -0.665
C 1.3396 0.7109 -0.0040  -0.145
C 0.8046 -0.5213 0.0756  0.280
C -0.6153 -0.9706 0.0786  -0.293
H 1.1761 2.8122 -0.6383  0.225
H -0.3231 2.1153 -0.1605  0.246
H 0.9200 2.5259 0.9669  0.234
H 2.3388 0.6577 -0.3710  0.218
H -0.7826 -2.0660 0.1037  0.222
F 1.6668 -1.5592 -0.0393  -0.335
S -1.9875 0.0132 -0.0376  0.013

The relative energy (zero: lowest compared OMol25 entry of this formula, charge and spin) is 98.30 kJ/mol. Its LUMO energy is -0.042 hartree. The HOMO-LUMO gap comes out at 7.8 eV.

| no. | F_max (eV Å⁻¹) |
| --- | --- |
| 1 | 2.0 |
| 2 | 3.1 |
| 3 | 4.4 |
| 4 | 3.5 |
| 5 | 3.9 |
| 6 | 2.7 |